--- A ---
DFT (ωB97M-V/def2-TZVPD) results for the molecule C5H8N2.

Results
**M**: 96.1 g mol⁻¹
**Frontier orbital gap**: 8.62 eV
**HOMO level**: -7.6 eV

CARTESIAN COORDINATES (ANGSTROEM)
N1 -2.5038 0.7641 0.0812
N2 0.9280 -0.1335 -0.2973
C1 -0.8993 -1.1369 0.4061
C2 2.4258 0.3459 0.0830
C3 -0.0982 0.7597 -0.5268
C4 0.4373 -1.3049 0.2020
C5 -1.2400 0.1811 -0.0505
H1 2.3430 1.4074 0.3712
H2 -2.6316 1.5773 -0.5050
H3 2.1844 -0.0955 -0.9727
H4 2.6911 -0.1887 1.0148
H5 0.0886 1.7220 -0.9907
H6 -1.5656 -1.8496 0.8672
H7 1.0923 -2.1510 0.3823
H8 -3.2520 0.1026 -0.0648

=====

--- B ---
DFT (ωB97M-V/def2-TZVPD) results for the molecule C5H8N2.

Results
**M**: 96.1 g mol⁻¹
**Frontier orbital gap**: 8.85 eV
**HOMO level**: -8.0 eV

CARTESIAN COORDINATES (ANGSTROEM)
N1 0.5013 -0.9681 -0.5255
N2 0.5500 0.1504 2.6857
C1 -0.4145 0.9216 0.3833
C2 -1.1621 0.2165 -1.9794
C3 1.1919 -0.7829 0.7557
C4 0.3966 0.2927 1.4132
C5 -0.3391 0.1085 -0.7199
H1 0.2916 0.8733 3.3328
H2 2.2330 -0.4850 0.5957
H3 -1.5499 1.2314 -2.1060
H4 -2.0223 -0.4619 -1.9266
H5 0.8811 -1.4682 -1.3168
H6 -1.1360 1.7174 0.5090
H7 -0.6020 -0.0437 -2.8862
H8 1.1804 -1.3020 1.7851

=====

--- C ---
DFT (ωB97M-V/def2-TZVPD) results for the molecule C5H8N2.

Results
**M**: 96.1 g mol⁻¹
**Frontier orbital gap (alpha / beta)**: 8.28 / 7.81 eV
**HOMO level (alpha / beta)**: -8.1 / -8.7 eV

CARTESIAN COORDINATES (ANGSTROEM)
N1 -1.3951 0.2785 -0.3924
N2 -0.0505 2.2250 0.5772
C1 -2.6179 -0.4867 -0.4937
C2 0.9000 0.2409 0.3190
C3 -0.3263 -0.3637 -0.1004
C4 2.2278 -0.3074 -0.1051
C5 0.8925 1.5254 0.9964
H1 -3.0916 -0.2833 -1.4602
H2 -2.4697 -1.5728 -0.3860
H3 -0.3014 -1.4655 -0.1130
H4 -3.3130 -0.1505 0.2858
H5 1.7699 1.8580 1.5730
H6 2.6179 0.1972 -0.9991
H7 2.1468 -1.3728 -0.3474
H8 2.9736 -0.1756 0.6914

=====

--- D ---
DFT (ωB97M-V/def2-TZVPD) results for a structure of composition C5H8N2.

Results
**M**: 96.1 g mol⁻¹
**Frontier orbital gap**: 8.36 eV
**HOMO level**: -7.6 eV

CARTESIAN COORDINATES (ANGSTROEM)
N1 -2.9278 0.1857 -0.7717
N2 1.7508 0.9787 0.5368
C1 -0.9987 0.0495 0.9082
C2 -0.5417 0.8469 -0.2876
C3 -1.7823 -0.0101 -0.2357
C4 0.7178 0.2063 0.0343
C5 1.1132 -1.0936 -0.6035
H1 1.6652 -1.7259 0.0980
H2 -0.6115 1.9315 -0.3575
H3 2.5643 0.5078 0.9091
H4 1.4979 1.8352 1.0128
H5 -0.8863 -0.5979 1.7583
H6 1.7621 -0.8918 -1.4631
H7 0.2348 -1.6272 -0.9648
H8 -3.5576 -0.5950 -0.5737

=====

Name the most stable of them. B.

=====

--- A ---
DFT (ωB97M-V/def2-TZVPD) results for the molecule C5H8N2.

Results
**M**: 96.1 g mol⁻¹
**Frontier orbital gap**: 10.13 eV
**HOMO level**: -9.1 eV

CARTESIAN COORDINATES (ANGSTROEM)
N1 0.3266 -0.0038 0.6959
N2 1.9529 1.1591 -0.3595
C1 -0.8070 -0.5285 -0.1083
C2 -2.0879 0.2731 -0.0041
C3 1.4024 -0.8692 0.4514
C4 2.3279 -0.1840 -0.2470
C5 0.7880 1.2179 0.2008
H1 -0.4040 -0.5541 -1.1388
H2 -2.7722 -0.0675 -0.7871
H3 -0.9763 -1.5706 0.1810
H4 -2.5719 0.1348 0.9669
H5 1.3169 -1.9083 0.7398
H6 3.2160 -0.5650 -0.7311
H7 -1.9077 1.3421 -0.1532
H8 0.1962 2.1237 0.2932

=====

--- B ---
DFT (ωB97M-V/def2-TZVPD) results for the molecule C5H8N2.

Results
**M**: 96.1 g mol⁻¹
**Frontier orbital gap**: 9.26 eV
**HOMO level**: -8.3 eV

CARTESIAN COORDINATES (ANGSTROEM)
N1 -1.3459 -0.2074 -0.2601
N2 2.3966 -0.3294 1.5549
C1 -0.4797 0.6970 -0.4489
C2 1.2402 -1.1625 -0.6369
C3 0.9527 0.3132 -0.6357
C4 -2.7249 0.1936 -0.1494
C5 1.7100 -0.4812 0.3702
H1 -3.0825 -0.0989 0.8433
H2 -3.3190 -0.3478 -0.8957
H3 3.0301 -1.1094 1.6938
H4 2.8929 0.5569 1.5816
H5 -2.8709 1.2783 -0.2836
H6 -0.7580 1.7549 -0.5958
H7 0.8284 -2.1173 -0.9362
H8 1.5300 1.0599 -1.2016

=====

--- C ---
DFT (ωB97M-V/def2-TZVPD) results for a cluster of 2 separate species, C5H8N2 in total.

Results
**M**: 96.1 g mol⁻¹
**Frontier orbital gap (alpha / beta)**: 9.98 / 6.19 eV
**HOMO level (alpha / beta)**: -9.8 / -6.6 eV

CARTESIAN COORDINATES (ANGSTROEM)
N1 0.6362 0.7841 1.1141
N2 0.3392 0.8045 -0.2389
C1 -1.2198 -2.0335 0.5024
C2 -0.9953 -0.6856 0.5934
C3 1.0178 1.7909 -1.0526
C4 -0.1891 -0.0742 1.6210
C5 -0.7458 0.1167 -0.5387
H1 -0.1261 -0.3433 2.6677
H2 0.9377 1.4933 -2.0977
H3 -1.1819 -2.6725 1.3787
H4 0.5674 2.7775 -0.9069
H5 -1.6356 -2.4688 -0.4000
H6 1.5696 -1.2481 -0.3262
H7 -1.0371 -0.0479 -1.5659
H8 2.0627 1.8068 -0.7505

=====

Name the most stable of them. A.

=====

--- A ---
DFT (ωB97M-V/def2-TZVPD) results for the molecule C5H8N2.

Results
**M**: 96.1 g mol⁻¹
**Frontier orbital gap**: 9.80 eV
**HOMO level**: -8.9 eV

CARTESIAN COORDINATES (ANGSTROEM)
N1 -0.8329 -1.7807 -0.1672
N2 -0.5422 -0.9875 0.9573
C1 -0.2795 0.3372 -0.8292
C2 -0.2824 0.2709 0.5146
C3 0.0195 1.5913 -1.5617
C4 0.7410 -1.0160 1.9093
C5 -0.7509 -0.9489 -1.1984
H1 -1.1156 -1.2050 -2.1945
H2 1.5973 -1.5295 1.4641
H3 1.1371 -0.0234 2.2453
H4 0.3382 -1.4956 2.7764
H5 -0.8352 2.2644 -1.4639
H6 0.8888 2.0750 -1.1004
H7 0.2366 1.4309 -2.6175
H8 -0.2342 1.0571 1.2395

=====

--- B ---
DFT (ωB97M-V/def2-TZVPD) results for the molecule C5H8N2.

Results
**M**: 96.1 g mol⁻¹
**Frontier orbital gap (alpha / beta)**: 7.92 / 7.98 eV
**HOMO level (alpha / beta)**: -7.3 / -7.2 eV

CARTESIAN COORDINATES (ANGSTROEM)
N1 2.5110 1.1416 1.6066
N2 -0.9238 -1.0225 -0.0903
C1 -0.4690 -1.7805 0.9122
C2 -1.0410 1.3723 -0.5990
C3 -0.2680 0.1106 -0.4019
C4 1.9548 0.6610 0.7130
C5 1.2315 0.0821 -0.4331
H1 -0.3719 2.1960 -0.8661
H2 -1.8195 1.2773 -1.3699
H3 -0.0573 -1.2478 1.7567
H4 -1.7728 -1.2665 -0.6118
H5 -0.5544 -2.8562 0.9088
H6 -1.5513 1.6607 0.3324
H7 1.5581 -0.9629 -0.5354
H8 1.5738 0.6348 -1.3221

=====

--- C ---
DFT (ωB97M-V/def2-TZVPD) results for the molecule C5H8N2.

Results
**M**: 96.1 g mol⁻¹
**Frontier orbital gap**: 10.72 eV
**HOMO level**: -9.8 eV

CARTESIAN COORDINATES (ANGSTROEM)
N1 -0.6470 0.2418 0.4215
N2 -1.3140 0.0881 -2.9593
C1 0.0846 -0.6492 1.3151
C2 -1.4848 -0.0967 -1.8308
C3 -1.6768 -0.3826 -0.3997
C4 0.7386 -0.0834 0.1124
C5 1.7239 1.0540 0.1940
H1 -1.7116 -1.4786 -0.2919
H2 0.3035 -0.2479 2.3022
H3 0.8949 -0.7798 -0.7147
H4 1.6945 1.6602 -0.7171
H5 1.4801 1.7017 1.0418
H6 2.7433 0.6763 0.3271
H7 -0.1738 -1.7090 1.2964
H8 -2.6554 0.0052 -0.0970

=====

Name the most stable of them. C.

=====

--- A ---
DFT (ωB97M-V/def2-TZVPD) results for the molecule C5H8N2.

Results
**M**: 96.1 g mol⁻¹
**Frontier orbital gap**: 10.87 eV
**HOMO level**: -10.0 eV

CARTESIAN COORDINATES (ANGSTROEM)
N1 -0.1100 0.3987 0.6263
N2 -0.5072 2.8549 -1.7094
C1 1.8127 -0.9023 -0.3233
C2 -1.2434 1.1651 0.1536
C3 -0.8452 2.1098 -0.8933
C4 -0.4820 -0.9477 1.0176
C5 0.3192 -0.7127 -0.2121
H1 -2.0464 0.5209 -0.2426
H2 -1.5366 -1.1903 0.8673
H3 2.2160 -0.2065 -1.0674
H4 -0.0614 -1.3356 1.9378
H5 -0.2308 -0.8729 -1.1438
H6 2.0763 -1.9180 -0.6352
H7 2.3043 -0.6858 0.6296
H8 -1.6655 1.7225 0.9949

=====

--- B ---
DFT (ωB97M-V/def2-TZVPD) results for the molecule C5H8N2.

Results
**M**: 96.1 g mol⁻¹
**Frontier orbital gap**: 9.37 eV
**HOMO level**: -8.5 eV

CARTESIAN COORDINATES (ANGSTROEM)
N1 0.5365 -0.4091 0.7971
N2 -1.5589 0.0324 0.2201
C1 -0.7401 0.2927 -0.8573
C2 0.5629 0.0147 -0.5188
C3 -1.3646 0.8847 -2.0908
C4 -0.7658 -0.3729 1.1764
C5 1.6555 -0.7021 1.6732
H1 -0.6498 1.4382 -2.7112
H2 1.2764 -0.7958 2.6947
H3 2.1547 -1.6383 1.4047
H4 -1.8471 0.1314 -2.7262
H5 1.4973 0.0433 -1.0632
H6 -1.0611 -0.6038 2.1938
H7 -2.1511 1.5647 -1.7419
H8 2.3912 0.1085 1.6621

=====

--- C ---
DFT (ωB97M-V/def2-TZVPD) results for the molecule C5H8N2.

Results
**M**: 96.1 g mol⁻¹
**Frontier orbital gap (alpha / beta)**: 8.40 / 8.40 eV
**HOMO level (alpha / beta)**: -8.1 / -8.1 eV

CARTESIAN COORDINATES (ANGSTROEM)
N1 0.5882 -0.8646 -2.1834
N2 0.1081 -0.4201 0.5612
C1 0.8466 0.5522 -1.5846
C2 -0.2758 -0.2383 1.9462
C3 0.1487 0.8118 -0.2526
C4 -0.7655 -1.2470 -0.2032
C5 -0.2307 -1.3803 -1.4164
H1 -1.8261 -1.3079 0.0191
H2 -0.8697 1.2297 -0.3672
H3 -1.2926 0.1797 2.0542
H4 -0.2453 -1.2057 2.4543
H5 0.6738 1.3961 -2.2626
H6 0.7946 1.5899 0.1700
H7 1.9179 0.4699 -1.3818
H8 0.4278 0.4346 2.4468

=====

Name the most stable of them. B.

=====

--- A ---
DFT (ωB97M-V/def2-TZVPD) results for a cluster of 2 separate species, C4H11N3 in total.

Results
**M**: 101.2 g mol⁻¹
**Total charge**: +2
**Frontier orbital gap (alpha / beta)**: 9.06 / 8.05 eV
**HOMO level (alpha / beta)**: -19.7 / -19.3 eV

CARTESIAN COORDINATES (ANGSTROEM)
N1 -0.3652 -1.0261 2.5868
N2 -0.0463 0.9154 0.1709
N3 1.6446 -0.0526 -1.1185
C1 0.7650 2.1293 -1.7433
C2 -1.5808 -1.9130 0.5316
C3 -0.7132 -1.1696 1.3919
C4 0.8417 0.9214 -0.7872
H1 -2.0204 -1.2290 -0.2817
H2 2.1526 0.0179 -1.9473
H3 -2.4566 -2.2919 0.9774
H4 -0.8863 1.4118 0.3682
H5 -0.0615 2.7787 -1.5255
H6 -0.5599 -1.6110 3.4057
H7 0.4853 -0.4541 2.7633
H8 1.4086 -0.8601 -0.5167
H9 0.3782 1.6551 -2.6861
H10 1.7530 2.6295 -1.6362
H11 -1.1010 -2.7818 0.2098

=====

--- B ---
DFT (ωB97M-V/def2-TZVPD) results for a structure of composition C4H11N3.

Results
**M**: 101.2 g mol⁻¹
**Total charge**: +2
**Frontier orbital gap**: 9.83 eV
**HOMO level**: -19.8 eV

CARTESIAN COORDINATES (ANGSTROEM)
N1 0.1121 -0.6575 -0.4632
N2 -0.7288 1.5054 -0.5709
N3 -1.1232 -1.4263 1.8396
C1 0.2892 0.4481 -2.6772
C2 -0.1230 0.4532 -1.1493
C3 0.9385 -0.0291 2.0225
C4 -0.0641 -0.8409 1.4532
H1 1.3808 0.3130 -2.7188
H2 1.7929 -0.7002 2.0467
H3 -1.5204 -2.0257 1.1359
H4 -1.1083 1.5890 0.3923
H5 0.0832 1.3802 -3.1187
H6 0.7545 0.2724 2.9626
H7 1.1823 0.7576 1.3908
H8 -1.3964 -1.5185 2.7889
H9 -1.0084 2.1781 -1.2485
H10 -0.2354 -0.3753 -3.2271
H11 0.7746 -1.3236 -0.8589

=====

--- C ---
DFT (ωB97M-V/def2-TZVPD) results for a structure of composition C4H11N3.

Results
**M**: 101.2 g mol⁻¹
**Total charge**: +2
**Frontier orbital gap**: 11.51 eV
**HOMO level**: -19.7 eV

CARTESIAN COORDINATES (ANGSTROEM)
N1 1.0594 -1.7374 -0.7139
N2 -1.7819 0.3955 -0.2965
N3 0.3835 0.1635 0.6786
C1 -0.7242 1.0780 0.4860
C2 0.4249 -0.7194 -0.2687
C3 -1.1587 -0.2241 -1.4022
C4 1.6170 0.4669 1.4152
H1 -2.4492 1.1526 -0.6008
H2 -2.3125 -0.2441 0.2420
H3 2.3238 -0.2814 1.1005
H4 -0.3982 1.8114 -0.1155
H5 -1.1521 1.4442 1.4713
H6 -1.3978 -1.1587 -1.8450
H7 2.1004 1.3884 0.9963
H8 1.3612 0.3435 2.5393
H9 0.7335 -2.4281 -1.4212
H10 -0.5661 0.5033 -2.0988
H11 1.9372 -1.9541 -0.1664

=====

--- D ---
DFT (ωB97M-V/def2-TZVPD) results for a cluster of 2 separate species, C4H11N3 in total.

Results
**M**: 101.2 g mol⁻¹
**Total charge**: +2
**Frontier orbital gap (alpha / beta)**: 9.29 / 8.64 eV
**HOMO level (alpha / beta)**: -18.2 / -18.0 eV

CARTESIAN COORDINATES (ANGSTROEM)
N1 2.5976 -1.0076 -0.4497
N2 -1.5209 0.2087 0.3841
N3 2.9146 1.2560 0.4120
C1 -2.9065 -0.3532 0.1910
C2 2.3633 0.1156 0.1336
C3 -2.3212 0.5359 -0.7833
C4 -0.3583 -0.6982 0.3038
H1 1.8910 -1.6269 -0.4828
H2 2.4769 2.1589 0.3829
H3 -3.6884 0.0525 0.8557
H4 -0.1161 -1.2420 -0.5260
H5 -2.8593 -1.4780 -0.0398
H6 -2.5708 1.5761 -0.8348
H7 3.5369 -1.0335 -0.8788
H8 3.9760 1.3941 0.6428
H9 -1.4800 0.8305 1.2228
H10 -0.0682 -1.0620 1.2068
H11 -1.8665 0.3730 -1.7403

=====

Name the most stable of them. B.